1.
The following is a quantum chemistry calculation of a structure of composition C31H30AsBr2IrNOSi, from the OMol25 dataset.

Each line ends with the Mulliken charge.
Element x y z (Å)
Ir -0.01 -0.27 -1.90  1.398
Br -0.77 4.75 -1.78  -0.122
C -1.95 3.38 -2.31  -0.151
C -3.27 3.73 -2.67  -0.377
C -4.15 2.78 -3.10  -0.180
Br -5.90 3.28 -3.59  -0.196
C -3.75 1.42 -3.19  0.733
C -4.55 0.37 -3.67  -0.491
C -4.03 -0.90 -3.74  -1.118
C -2.73 -1.13 -3.29  0.112
N -1.95 -0.18 -2.79  -0.406
C -2.44 1.10 -2.78  0.416
C -1.52 2.08 -2.35  0.332
O -0.28 1.70 -2.08  -0.927
H -3.57 4.76 -2.61  0.450
H -5.56 0.57 -3.99  0.373
H -4.61 -1.72 -4.12  0.409
H -2.32 -2.13 -3.33  0.516
C 6.32 -1.37 -1.49  -0.473
C 5.81 -0.29 -2.19  -0.703
C 4.52 0.15 -1.94  -0.504
C 3.75 -0.51 -0.99  -0.144
C 4.25 -1.59 -0.28  0.080
C 5.55 -2.03 -0.54  -0.777
As 1.98 0.13 -0.62  0.693
C 0.83 -1.32 -0.27  -0.247
C -0.08 -1.73 0.86  1.063
C -1.23 -2.53 0.30  -0.301
C -1.34 -2.82 -1.00  -0.476
C -0.28 -2.48 -1.96  -1.117
C 0.97 -2.12 -1.47  -1.895
C 2.09 1.47 0.74  0.229
C 3.09 1.36 1.71  -0.436
C 3.13 2.30 2.73  -0.746
C 2.20 3.32 2.78  -0.531
C 1.22 3.43 1.80  -0.656
C 1.16 2.50 0.77  0.358
H 7.33 -1.71 -1.68  0.405
H 6.42 0.22 -2.93  0.411
H 4.12 0.99 -2.50  0.443
H 3.65 -2.10 0.46  0.451
H 5.95 -2.87 0.01  0.414
H 0.50 -2.41 1.51  0.414
H -2.00 -2.85 0.99  0.431
H -2.20 -3.37 -1.36  0.533
H -0.31 -2.94 -2.94  0.594
H 1.90 -2.27 -2.01  0.619
H 3.82 0.57 1.67  0.418
H 3.90 2.22 3.49  0.437
H 2.24 4.05 3.58  0.413
H 0.50 4.24 1.83  0.483
H 0.41 2.58 0.00  0.124
C -1.33 0.51 4.41  -1.103
Si -1.61 -0.93 3.26  0.013
C -3.43 -1.05 2.84  -1.054
C -1.02 -2.53 4.02  -1.060
C -0.58 -0.56 1.71  0.260
H -1.92 0.41 5.33  0.344
H -1.61 1.45 3.94  0.336
H -0.28 0.58 4.71  0.328
H -4.01 -1.20 3.76  0.351
H -3.67 -1.88 2.17  0.372
H -3.79 -0.13 2.38  0.336
H -1.54 -2.72 4.95  0.384
H 0.05 -2.51 4.24  0.337
H -1.20 -3.39 3.36  0.347
H 0.29 0.01 2.06  -0.098
H -1.14 0.13 1.06  0.132

Properties
**E_tot**: -9106.71133 Eh
**LUMO**: -3.551 eV
**Energy above the lowest of the compared OMol25 structures with the same formula, charge and spin**: 73.0 kJ/mol
**Total charge**: +1
**F_max**: 0.34 eV/Å
**M**: 887.6 Da

---

2.
The following is a quantum chemistry calculation of a structure of composition C31H30Br2F5N3OS3Zr, from the OMol25 dataset.

Each line ends with the Mulliken charge.
Element x y z (Å)
Zr 0.28 -1.35 -0.27  -0.175
C 0.90 -4.19 1.07  -0.967
N 0.73 -2.79 1.55  0.387
C -0.28 -2.81 2.63  -1.341
C 2.02 -2.28 2.08  -1.001
C 3.00 -2.17 0.94  1.217
C 4.35 -2.45 1.12  -0.998
C 5.21 -2.38 0.03  -0.738
C 4.71 -2.05 -1.22  -1.016
C 3.36 -1.77 -1.38  -0.259
C 2.47 -1.81 -0.30  1.075
H 1.32 -4.80 1.87  0.385
H 1.58 -4.22 0.22  0.363
H -0.07 -4.58 0.77  0.299
H 0.07 -3.44 3.46  0.498
H -1.21 -3.22 2.25  0.371
H -0.44 -1.80 3.01  0.244
H 2.39 -2.94 2.87  0.612
H 1.82 -1.31 2.55  0.239
H 4.72 -2.74 2.09  0.486
H 6.26 -2.61 0.16  0.419
H 5.38 -2.03 -2.08  0.487
H 3.01 -1.54 -2.38  0.442
C -0.29 5.86 0.69  -0.350
C 0.06 5.51 2.15  -0.805
S 0.48 3.76 2.44  -0.043
C -1.03 3.05 3.12  -0.648
C -2.25 3.21 2.24  -1.123
S -1.93 2.60 0.54  0.649
C -3.07 3.59 -0.48  -0.847
C -2.44 4.89 -0.94  -0.804
S -2.06 6.10 0.36  -0.093
H 0.11 5.11 0.01  0.003
H 0.19 6.81 0.44  0.509
H -0.73 5.80 2.84  0.461
H 0.95 6.06 2.45  0.456
H -1.26 3.50 4.09  0.594
H -0.80 2.00 3.30  0.159
H -2.50 4.26 2.08  0.587
H -3.13 2.69 2.62  0.653
H -3.98 3.75 0.11  0.483
H -3.31 2.94 -1.33  0.593
H -3.18 5.37 -1.59  0.470
H -1.56 4.71 -1.56  0.339
Br 0.08 -0.89 -7.21  -0.066
C 0.20 -1.07 -5.36  -0.270
C -0.28 -2.21 -4.73  -0.822
C -0.19 -2.28 -3.35  -0.654
N 0.36 -1.31 -2.61  0.801
C 0.84 -0.21 -3.23  1.115
C 0.76 -0.06 -4.60  -0.900
C 1.45 0.81 -2.34  0.310
C 2.29 1.80 -2.80  -1.075
C 2.85 2.68 -1.89  -0.556
Br 4.01 4.03 -2.48  -0.078
C 2.54 2.56 -0.54  -0.841
C 1.70 1.53 -0.17  -0.480
N 1.17 0.67 -1.03  1.265
H -0.73 -3.02 -5.28  0.486
H -0.58 -3.13 -2.81  0.561
H 1.13 0.84 -5.09  0.581
H 2.54 1.87 -3.85  0.568
H 2.96 3.22 0.20  0.626
H 1.45 1.39 0.87  0.476
F -4.82 -0.85 -1.01  -0.268
C -3.66 -1.08 -0.42  0.709
C -3.39 -2.27 0.25  -1.170
F -1.03 -2.73 -0.71  -0.683
C -3.02 -1.33 1.21  0.218
F -3.48 -1.38 2.45  -0.335
C -2.05 -0.20 0.91  1.183
O -0.72 -0.19 1.14  -0.653
C -2.86 1.07 0.61  0.074
F -4.10 1.26 1.11  -0.411
C -2.66 0.03 -0.47  0.423
F -1.87 0.30 -1.55  -0.402

Properties
**E_tot**: -8327.19974 Eh
**LUMO**: -6.246 eV
**Energy above the lowest of the compared OMol25 structures with the same formula, charge and spin**: 79.9 kJ/mol
**Total charge**: +2
**F_max**: 1.24 eV/Å
**M**: 902.8 Da

---

3.
The following is a quantum chemistry calculation of a structure of composition C31H30ClLiN5O3PSSe, from the OMol25 dataset.

Each line ends with the Mulliken charge.
Element x y z (Å)
Li -0.02 -0.73 -0.67  1.119
Cl -1.93 2.45 -0.72  -0.111
C -1.89 3.23 0.83  0.841
C -2.37 4.52 0.93  -0.741
C -2.36 5.16 2.16  -0.430
C -1.90 4.49 3.28  -0.846
C -1.42 3.19 3.17  -0.132
C -1.40 2.53 1.94  -0.799
P -0.79 0.82 1.73  0.441
C 0.12 0.58 3.30  0.302
C 1.26 1.36 3.50  -0.127
C 2.04 1.20 4.64  -1.111
C 1.71 0.23 5.58  -0.312
C 0.59 -0.56 5.37  -0.740
C -0.20 -0.39 4.24  -0.298
C -2.32 -0.15 1.98  0.697
C -3.54 0.40 2.37  -0.526
C -4.67 -0.40 2.49  -0.677
C -4.59 -1.76 2.23  -0.622
C -3.38 -2.32 1.84  -0.717
C -2.26 -1.52 1.70  0.036
H -2.73 5.03 0.04  0.467
H -2.73 6.17 2.24  0.376
H -1.90 4.97 4.25  0.412
H -1.07 2.67 4.05  0.467
H 1.53 2.12 2.77  0.406
H 2.91 1.84 4.79  0.412
H 2.32 0.10 6.46  0.389
H 0.33 -1.32 6.10  0.403
H -1.08 -1.00 4.11  0.394
H -3.61 1.46 2.57  0.361
H -5.61 0.04 2.79  0.393
H -5.47 -2.38 2.32  0.385
H -3.32 -3.38 1.61  0.449
H -1.33 -1.97 1.37  0.412
N 3.94 -1.38 2.97  -0.488
C 3.07 -1.94 2.06  0.479
C 2.26 -1.14 1.25  -0.552
N 1.42 -1.66 0.38  0.103
C 1.40 -3.00 0.26  -0.623
C 2.23 -3.78 1.04  -0.533
N 3.05 -3.26 1.95  -0.618
H 3.63 -0.52 3.39  0.207
H 4.32 -2.05 3.62  0.294
H 2.29 -0.06 1.33  0.570
H 0.72 -3.42 -0.47  0.657
H 2.22 -4.86 0.94  0.406
C -3.38 -0.71 -2.01  -0.820
S -1.72 -1.22 -2.35  1.209
O -1.33 -2.10 -1.23  -0.648
O -1.73 -1.86 -3.65  -0.817
O -0.88 -0.01 -2.28  -0.719
H -4.01 -1.60 -2.03  0.363
H -3.69 -0.01 -2.79  0.349
H -3.41 -0.24 -1.03  0.082
C 4.55 -0.85 -4.50  -0.951
N 3.11 -0.90 -4.60  0.259
C 2.30 -1.86 -4.07  -0.320
Se 2.82 -3.30 -3.07  -0.328
N 1.04 -1.55 -4.42  0.310
C 1.01 -0.37 -5.15  0.108
C -0.03 0.36 -5.69  -0.547
C 0.30 1.52 -6.38  -0.568
C 1.63 1.93 -6.51  -0.583
C 2.68 1.19 -5.96  -0.625
C 2.33 0.04 -5.28  0.611
H 4.86 -1.63 -3.81  0.241
H 4.85 0.13 -4.11  0.345
H 5.01 -1.01 -5.47  0.330
H 0.21 -2.05 -4.12  0.210
H -1.06 0.04 -5.57  0.452
H -0.48 2.12 -6.82  0.390
H 1.85 2.84 -7.06  0.375
H 3.70 1.51 -6.07  0.417

Properties
**E_tot**: -5307.67606 Eh
**LUMO**: 0.314 eV
**Energy above the lowest of the compared OMol25 structures with the same formula, charge and spin**: 36.5 kJ/mol
**Total charge**: 0
**F_max**: 0.14 eV/Å
**M**: 705.0 Da

---

4.
The following is a quantum chemistry calculation of a structure of composition C31H30CuN4O4S2, from the OMol25 dataset.

Each line ends with the Löwdin spin population.
Element x y z (Å)
Cu -0.56 -0.23 0.19  0.662
C 3.62 0.52 -0.67  0.004
C 2.15 0.25 -0.86  0.002
N 1.40 0.06 0.19  0.074
N 1.99 0.15 1.43  0.005
C 1.24 -0.14 2.43  0.014
S -0.39 -0.67 2.35  0.104
S 1.98 -0.08 4.04  0.006
C 2.47 1.69 4.12  0.001
C 3.76 2.01 3.42  0.000
C 4.95 1.40 3.82  0.001
C 6.15 1.71 3.20  0.000
C 6.17 2.63 2.16  0.000
C 5.00 3.25 1.76  0.000
C 3.80 2.94 2.39  0.000
C 1.60 0.19 -2.20  0.001
C 2.50 0.23 -3.29  -0.001
C 2.08 0.21 -4.59  -0.001
C 0.71 0.17 -4.87  -0.001
C -0.19 0.13 -3.85  0.004
C 0.20 0.12 -2.48  0.005
O -0.75 0.04 -1.60  0.063
H 3.82 0.74 0.37  0.000
H 3.94 1.36 -1.28  0.000
H 4.20 -0.36 -0.96  0.000
H 2.57 1.87 5.19  0.000
H 1.64 2.28 3.74  0.000
H 4.92 0.67 4.62  0.000
H 7.06 1.24 3.52  0.000
H 7.11 2.87 1.66  0.000
H 5.01 3.97 0.95  0.000
H 2.89 3.43 2.08  0.000
H 3.56 0.27 -3.08  0.000
H 2.81 0.22 -5.40  0.000
H 0.37 0.16 -5.90  0.000
H -1.26 0.09 -4.04  0.000
O -7.25 -4.60 0.16  0.000
C -5.91 -4.71 0.24  0.000
O -5.40 -5.79 0.27  0.000
C -5.13 -3.44 0.30  0.001
C -5.58 -2.24 -0.25  0.000
C -4.80 -1.11 -0.22  0.002
C -3.53 -1.13 0.37  0.003
C -3.08 -2.33 0.92  0.001
C -3.87 -3.47 0.88  0.000
N -2.67 -0.02 0.42  0.049
C -3.09 1.16 0.20  0.000
C -2.21 2.33 0.18  0.000
C -2.72 3.60 -0.08  -0.001
C -1.85 4.66 -0.20  0.000
C -0.49 4.42 -0.07  -0.001
C -0.07 3.13 0.23  0.000
N -0.91 2.12 0.37  -0.002
H -7.54 -3.68 0.21  0.000
H -6.54 -2.19 -0.76  0.000
H -5.17 -0.21 -0.68  0.000
H -2.09 -2.38 1.36  0.001
H -3.51 -4.40 1.31  0.000
H -4.14 1.37 -0.02  0.002
H -3.79 3.73 -0.21  0.000
H -2.22 5.65 -0.42  0.000
H 0.23 5.22 -0.19  0.000
H 0.98 2.89 0.36  0.000
C -0.88 -4.67 -1.65  0.000
C -0.85 -3.15 -1.63  0.000
O -0.23 -2.64 -0.44  0.001
H -1.51 -5.01 -2.47  0.000
H -1.31 -5.04 -0.71  0.000
H 0.11 -5.09 -1.77  0.000
H -1.86 -2.75 -1.62  0.000
H -0.33 -2.76 -2.51  0.000
H 0.70 -2.90 -0.44  0.000

Properties
**E_tot**: -4156.16565 Eh
**LUMO (alpha / beta)**: -1.197 / -1.189 eV
**⟨S²⟩**: 0.754
**Energy above the lowest of the compared OMol25 structures with the same formula, charge and spin**: 46.9 kJ/mol
**Total charge**: 0
**F_max**: 1.17 eV/Å
**M**: 650.3 Da
**Spin multiplicity**: 2

---

5.
The following is a quantum chemistry calculation of a structure of composition C31H31Br2CsN4O3, from the OMol25 dataset.

Each line ends with the Mulliken charge.
Element x y z (Å)
Cs -0.31 -1.13 -1.86  1.398
C 0.45 4.64 0.51  -1.414
N 0.15 3.24 0.72  0.811
C -1.28 2.96 0.57  -1.295
C -1.71 2.47 -0.81  0.429
C -1.31 3.38 -1.96  -0.618
N -1.97 2.97 -3.19  -0.660
C -1.28 2.81 -4.25  -0.551
C 0.18 2.91 -4.48  0.912
C 0.60 3.66 -5.57  -0.462
C 1.94 3.82 -5.89  -0.584
C 2.88 3.17 -5.09  -0.428
C 2.50 2.38 -4.03  -0.783
C 1.12 2.18 -3.68  -0.081
O 0.77 1.40 -2.74  -0.464
C 0.69 2.77 1.99  -1.480
C 0.98 1.28 1.99  0.088
C 2.17 0.91 1.10  -0.478
N 2.55 -0.47 1.35  -0.391
C 2.59 -1.26 0.35  -0.603
C 2.92 -2.68 0.43  0.300
C 3.59 -3.18 1.54  -0.289
C 3.90 -4.53 1.67  -0.612
C 3.52 -5.39 0.63  -0.298
C 2.85 -4.92 -0.48  -0.696
C 2.50 -3.54 -0.64  0.106
O 1.84 -3.13 -1.65  -0.851
H 0.00 5.29 1.28  0.424
H 0.07 4.97 -0.46  0.357
H 1.53 4.79 0.51  0.353
H -1.86 3.86 0.84  0.394
H -1.56 2.19 1.30  0.516
H -2.80 2.35 -0.80  0.410
H -1.30 1.47 -0.97  -0.714
H -0.23 3.42 -2.04  0.423
H -1.69 4.39 -1.74  0.338
H -1.88 2.58 -5.14  0.391
H -0.15 4.15 -6.18  0.351
H 2.25 4.43 -6.73  0.340
H 3.94 3.27 -5.31  0.341
H 3.23 1.85 -3.43  0.361
H 0.01 3.03 2.82  0.328
H 1.62 3.30 2.17  0.506
H 0.10 0.71 1.68  -0.016
H 1.21 0.96 3.01  0.412
H 3.01 1.55 1.37  0.191
H 1.93 1.10 0.05  0.138
H 2.38 -0.89 -0.66  0.859
H 3.86 -2.48 2.32  0.341
H 4.43 -4.90 2.53  0.334
H 3.75 -6.45 0.70  0.335
H 2.55 -5.60 -1.27  0.361
C 0.45 -2.73 3.12  -0.734
C -1.04 -2.82 3.01  0.626
C -1.80 -3.40 4.06  -0.756
C -3.15 -3.51 3.93  -0.764
C -3.79 -3.07 2.75  1.163
C -5.18 -3.16 2.50  -0.095
Br -6.35 -3.89 3.82  -0.324
C -5.71 -2.72 1.32  -0.382
C -4.89 -2.17 0.34  0.011
Br -5.69 -1.58 -1.28  -0.257
C -3.49 -2.01 0.47  -0.158
O -2.74 -1.51 -0.40  -0.547
C -2.95 -2.51 1.75  -0.205
N -1.61 -2.39 1.91  -0.301
H 0.92 -3.64 2.75  0.227
H 0.76 -2.59 4.16  0.429
H 0.84 -1.91 2.53  -0.122
H -1.30 -3.74 4.96  0.412
H -3.75 -3.94 4.72  0.308
H -6.77 -2.79 1.14  0.390

Properties
**E_tot**: -6812.91104 Eh
**LUMO**: 3.803 eV
**Energy above the lowest of the compared OMol25 structures with the same formula, charge and spin**: 14.3 kJ/mol
**Total charge**: -2
**F_max**: 0.15 eV/Å
**M**: 800.3 Da

---

6.
The following is a quantum chemistry calculation of a structure of composition C31H31BrMnN3O5S, from the OMol25 dataset.

Each line ends with the Mulliken charge.
Element x y z (Å)
Mn -0.35 0.35 0.28  0.064
C -0.02 0.02 4.50  -2.056
C 0.44 0.26 3.09  1.229
O -0.46 0.19 2.22  -0.058
C 1.81 0.53 2.79  0.684
C 2.78 0.44 3.82  -1.021
C 4.10 0.75 3.61  -0.910
C 4.48 1.20 2.33  -0.461
C 3.58 1.31 1.32  -0.760
C 2.21 0.96 1.49  0.355
O 1.43 1.09 0.48  -0.135
H -1.10 -0.03 4.51  0.366
H 0.32 0.81 5.17  0.517
H 0.39 -0.92 4.88  0.399
H 2.47 0.11 4.80  0.419
H 4.82 0.66 4.41  0.410
H 5.52 1.46 2.16  0.438
H 3.88 1.67 0.34  0.498
O -0.39 0.82 -1.61  -0.296
N -1.57 0.73 -2.24  0.661
C -1.57 1.16 -3.52  -0.478
C -2.71 1.12 -4.27  -0.821
C -3.89 0.64 -3.68  -0.332
C -3.86 0.23 -2.38  -0.962
C -2.68 0.28 -1.62  1.088
S -2.59 -0.18 0.02  -0.677
H -0.62 1.52 -3.86  0.522
H -2.69 1.47 -5.29  0.431
H -4.81 0.61 -4.24  0.424
H -4.75 -0.13 -1.88  0.460
Br -1.79 8.46 -0.01  -0.201
C -0.95 6.81 0.41  0.040
C 0.24 6.82 1.13  -0.208
N 0.88 5.71 1.47  -0.594
C 0.34 4.55 1.10  -0.438
C -0.84 4.45 0.38  0.294
C -1.50 5.61 0.02  -0.590
C -1.40 3.11 -0.05  0.453
O -2.23 3.03 -0.93  -0.662
O -0.89 2.13 0.62  -0.416
H 0.68 7.76 1.44  0.392
H 0.87 3.65 1.37  0.664
H -2.42 5.56 -0.56  0.577
C -1.44 -4.95 1.14  -1.567
C -1.76 -3.48 0.82  0.966
C -1.27 -2.64 1.99  -1.504
C -1.19 -3.18 -0.56  0.138
C -1.68 -3.97 -1.60  -0.888
C -1.07 -3.99 -2.83  -1.110
C 0.11 -3.30 -3.03  -0.998
C 0.63 -2.44 -2.07  0.578
C 2.03 -1.93 -2.31  0.531
C 2.30 -0.44 -2.26  -1.422
C 2.97 -2.67 -1.35  -1.523
C -0.13 -2.29 -0.87  0.858
N 0.03 -1.18 -0.11  0.362
H -1.94 -5.24 2.07  0.423
H -0.36 -5.08 1.29  0.383
H -1.75 -5.64 0.36  0.449
H -2.84 -3.38 0.75  0.334
H -0.18 -2.58 2.02  0.259
H -1.59 -3.12 2.92  0.602
H -1.66 -1.63 1.98  0.026
H -2.54 -4.59 -1.41  0.584
H -1.48 -4.60 -3.62  0.432
H 0.65 -3.41 -3.97  0.404
H 2.27 -2.26 -3.33  0.516
H 2.28 -0.06 -1.25  0.089
H 1.58 0.13 -2.84  0.082
H 3.30 -0.27 -2.67  0.649
H 2.75 -2.38 -0.32  0.227
H 4.00 -2.42 -1.56  0.451
H 2.85 -3.76 -1.43  0.360

Properties
**E_tot**: -5863.50253 Eh
**LUMO (alpha / beta)**: -1.686 / -1.677 eV
**Total charge**: 0
**F_max**: 2.25 eV/Å
**M**: 692.5 Da